{"formula": "C32H55FNO24", "method": "ωB97M-V/def2-TZVPD", "species": ["F", "C", "C", "C", "O", "C", "O", "O", "H", "H", "H", "H", "H", "H", "C", "C", "C", "O", "C", "O", "O", "H", "H", "H", "H", "H", "H", "C", "C", "C", "O", "C", "O", "O", "H", "H", "H", "H", "H", "H", "C", "C", "C", "O", "C", "O", "O", "H", "H", "H", "H", "H", "H", "C", "O", "C", "O", "O", "C", "H", "H", "H", "H", "H", "H", "C", "O", "C", "O", "O", "C", "H", "H", "H", "H", "H", "H", "C", "O", "C", "O", "O", "C", "H", "H", "H", "H", "H", "H", "C", "O", "C", "O", "O", "C", "H", "H", "H", "H", "H", "H", "C", "C", "C", "C", "N", "H", "H", "H", "H", "H", "H", "H"], "positions_angstrom": [[-0.571, -0.276, -0.375], [0.058, 2.916, 3.123], [-0.865, 3.166, 1.957], [-1.427, 1.946, 1.305], [-2.853, 2.174, 1.268], [-3.158, 3.240, 1.958], [-4.240, 3.657, 2.303], [-2.035, 3.825, 2.452], [0.951, 2.477, 2.824], [-0.491, 2.335, 4.020], [0.472, 3.874, 3.496], [-0.495, 3.918, 1.211], [-1.216, 1.150, 1.945], [-1.126, 1.820, 0.280], [-4.970, -0.308, 2.337], [-3.936, -0.861, 3.298], [-2.658, -1.367, 2.628], [-1.720, -1.008, 3.689], [-2.273, -0.089, 4.527], [-1.644, 0.537, 5.431], [-3.482, 0.113, 4.271], [-5.498, -1.095, 1.763], [-4.515, 0.410, 1.667], [-5.671, 0.298, 2.929], [-4.374, -1.797, 3.710], [-2.478, -0.797, 1.675], [-2.718, -2.376, 2.551], [-4.576, -0.943, -1.534], [-3.284, -1.418, -2.104], [-3.273, -2.896, -2.506], [-2.798, -2.890, -3.846], [-2.773, -1.651, -4.268], [-2.442, -1.430, -5.419], [-3.240, -0.805, -3.337], [-4.711, 0.111, -1.722], [-4.382, -1.021, -0.468], [-5.423, -1.616, -1.789], [-2.419, -1.101, -1.484], [-4.379, -3.215, -2.591], [-2.658, -3.529, -1.850], [1.703, -3.926, -0.539], [0.704, -3.949, 0.634], [-0.618, -3.330, 0.159], [-1.193, -4.571, -0.058], [-0.662, -5.590, 0.716], [-1.271, -6.609, 0.987], [0.496, -5.243, 1.105], [1.694, -2.977, -1.063], [1.536, -4.686, -1.336], [2.647, -4.038, -0.023], [1.080, -3.369, 1.496], [-0.588, -2.666, -0.664], [-1.253, -2.732, 0.829], [4.302, 6.183, -1.226], [3.617, 5.055, -0.684], [2.690, 4.376, -1.402], [2.126, 4.719, -2.645], [2.231, 3.429, -0.682], [0.978, 2.891, -1.037], [4.921, 5.901, -2.097], [5.023, 6.667, -0.467], [3.659, 6.942, -1.590], [0.761, 2.678, -2.126], [0.244, 3.665, -0.765], [0.705, 1.932, -0.655], [1.550, -2.280, 6.770], [1.567, -1.123, 6.040], [1.232, -1.261, 4.667], [0.839, -2.577, 4.250], [1.265, -0.246, 3.909], [1.215, -0.406, 2.428], [1.320, -2.026, 7.851], [2.543, -2.639, 6.632], [0.784, -3.068, 6.489], [1.495, 0.418, 1.947], [0.234, -0.732, 2.149], [1.931, -1.271, 2.427], [6.484, -1.192, 1.880], [5.388, -0.307, 1.568], [4.377, -0.841, 0.927], [4.209, -2.283, 0.828], [3.637, 0.048, 0.352], [2.822, -0.355, -0.612], [7.089, -0.564, 2.464], [7.030, -1.306, 0.986], [6.163, -2.161, 2.273], [3.223, -1.134, -1.219], [2.516, 0.463, -1.235], [1.979, -0.704, -0.180], [4.597, -2.271, -4.723], [3.739, -1.261, -4.212], [2.490, -1.536, -3.899], [1.805, -2.780, -3.932], [1.753, -0.411, -3.702], [0.405, -0.639, -3.535], [5.068, -1.878, -5.725], [4.098, -3.222, -4.874], [5.329, -2.405, -3.909], [-0.030, 0.244, -3.128], [0.169, -1.472, -2.869], [0.025, -0.885, -4.451], [-1.882, 4.573, -3.258], [-2.800, 3.674, -2.520], [-2.249, 2.201, -2.593], [-1.923, 1.922, -4.009], [-1.664, 1.686, -5.135], [-2.263, 5.558, -2.965], [-2.034, 4.557, -4.365], [-0.818, 4.500, -3.058], [-3.799, 3.633, -3.123], [-2.908, 4.042, -1.502], [-2.943, 1.448, -2.188], [-1.263, 2.088, -2.056]], "lowdin_charge": [-0.54, 0.00, -0.32, -0.08, 0.08, -0.58, 0.12, 0.07, 0.04, 0.15, 0.09, 0.15, 0.09, 0.08, -0.02, -0.28, -0.06, 0.04, -0.57, 0.07, 0.15, 0.10, 0.06, 0.10, 0.16, 0.14, 0.10, -0.01, -0.37, -0.06, 0.09, -0.58, 0.12, 0.06, 0.08, 0.06, 0.10, 0.13, 0.15, 0.13, 0.00, -0.29, -0.12, 0.02, -0.57, 0.12, 0.15, 0.06, 0.11, 0.06, 0.14, 0.08, 0.11, -0.06, -0.01, -0.44, -0.06, 0.04, -0.06, 0.10, 0.12, 0.07, 0.11, 0.10, 0.06, -0.13, -0.04, -0.38, -0.10, 0.03, 0.06, 0.11, 0.08, 0.11, 0.04, 0.07, 0.11, -0.01, 0.02, -0.42, -0.09, 0.05, -0.09, 0.08, 0.08, 0.10, 0.10, 0.10, 0.04, -0.04, -0.01, -0.39, -0.07, 0.00, -0.08, 0.13, 0.08, 0.10, 0.07, 0.09, 0.07, -0.15, -0.25, -0.16, -0.24, 0.18, 0.07, 0.09, 0.07, 0.15, 0.10, 0.10, 0.09], "molar_mass_g_mol": 856.77, "homo_energy_ev": -7.204, "total_charge": -1}


{"formula": "C32H56As3BaClF4N3O6S2", "method": "ωB97M-V/def2-TZVPD", "species": ["Ba", "C", "C", "N", "C", "C", "C", "C", "N", "C", "C", "F", "C", "F", "C", "C", "F", "C", "F", "H", "H", "H", "H", "H", "H", "H", "H", "H", "H", "H", "H", "H", "H", "H", "O", "N", "C", "C", "C", "C", "C", "S", "H", "H", "H", "H", "C", "As", "C", "C", "C", "C", "C", "As", "C", "C", "C", "As", "C", "C", "H", "H", "H", "H", "H", "H", "H", "H", "H", "H", "H", "H", "H", "H", "H", "H", "H", "H", "H", "H", "H", "H", "H", "H", "H", "H", "H", "O", "Cl", "O", "O", "O", "C", "C", "S", "O", "C", "C", "H", "H", "H", "H", "H", "H", "H", "H", "H", "H"], "positions_angstrom": [[0.606, -0.475, 0.966], [-3.043, 1.192, 2.119], [-2.445, 1.247, 3.521], [-1.605, 0.100, 3.810], [-2.286, -1.173, 4.024], [-3.365, -1.169, 5.110], [-0.443, 0.349, 4.663], [0.827, 0.379, 3.828], [0.694, 1.285, 2.704], [1.004, 2.578, 2.769], [0.608, 3.379, 1.660], [-0.091, 2.753, 0.685], [0.891, 4.709, 1.524], [0.470, 5.350, 0.412], [1.593, 5.413, 2.493], [1.969, 4.674, 3.600], [2.651, 5.284, 4.592], [1.693, 3.330, 3.751], [2.130, 2.728, 4.883], [-3.612, 2.100, 1.900], [-3.717, 0.336, 2.000], [-2.237, 1.103, 1.386], [-3.257, 1.360, 4.255], [-1.825, 2.140, 3.599], [-1.526, -1.913, 4.284], [-2.729, -1.519, 3.083], [-2.972, -0.784, 6.057], [-3.716, -2.192, 5.279], [-4.232, -0.564, 4.833], [-0.374, -0.431, 5.429], [-0.529, 1.312, 5.185], [0.962, -0.647, 3.431], [1.690, 0.581, 4.462], [1.821, 6.465, 2.396], [1.741, -1.994, -0.586], [2.471, -2.986, -0.066], [2.342, -4.239, -0.576], [3.081, -5.290, -0.122], [3.994, -5.066, 0.913], [4.109, -3.808, 1.444], [3.325, -2.729, 0.981], [3.435, -1.159, 1.670], [1.613, -4.316, -1.369], [2.930, -6.267, -0.558], [4.591, -5.881, 1.305], [4.788, -3.593, 2.258], [-3.558, -2.590, 0.760], [-2.097, -1.620, -0.104], [-1.382, -3.204, -1.026], [-3.284, -0.876, -1.497], [-2.741, -0.271, -2.806], [-2.169, -1.392, -3.685], [-1.711, 0.848, -2.567], [0.121, 0.513, -1.868], [0.945, -0.401, -3.391], [0.719, 2.289, -2.422], [-3.979, 0.374, -3.478], [-4.107, 1.061, -5.327], [-4.262, -0.625, -6.317], [-2.294, 1.525, -5.917], [-4.019, -3.255, 0.031], [-4.304, -1.894, 1.144], [-3.147, -3.173, 1.583], [-2.109, -3.593, -1.737], [-1.184, -3.952, -0.255], [-0.440, -2.970, -1.522], [-3.847, -0.106, -0.961], [-3.995, -1.669, -1.745], [-1.318, -1.874, -3.212], [-1.835, -1.011, -4.648], [-2.929, -2.159, -3.869], [-2.130, 1.562, -1.848], [-1.561, 1.397, -3.491], [0.489, -0.083, -4.328], [0.882, -1.484, -3.281], [2.000, -0.123, -3.383], [0.455, 2.452, -3.467], [1.798, 2.324, -2.285], [0.268, 3.054, -1.788], [-4.301, 1.219, -2.866], [-4.811, -0.339, -3.452], [-5.076, -1.217, -5.896], [-3.346, -1.211, -6.292], [-4.510, -0.391, -7.353], [-1.958, 2.441, -5.430], [-2.367, 1.715, -6.989], [-1.562, 0.736, -5.747], [-1.285, -4.235, 2.637], [0.044, -3.664, 2.677], [1.021, -4.603, 2.201], [0.367, -3.188, 3.999], [0.052, -2.465, 1.755], [4.152, 3.941, -1.044], [4.328, 3.466, 0.389], [3.824, 1.761, 0.649], [2.526, 1.636, -0.125], [5.125, 0.969, -0.367], [4.531, 0.293, -1.593], [4.325, 5.019, -1.106], [3.133, 3.745, -1.379], [4.842, 3.445, -1.732], [3.686, 4.035, 1.071], [5.360, 3.534, 0.753], [5.583, 0.237, 0.298], [5.861, 1.733, -0.630], [3.719, -0.378, -1.307], [5.305, -0.290, -2.100], [4.130, 1.026, -2.299]], "lowdin_charge": [1.62, -0.09, -0.25, -0.17, -0.24, -0.08, -0.17, -0.30, -0.22, -0.23, -0.18, 0.03, -0.25, 0.06, 0.01, -0.24, 0.06, -0.15, 0.06, 0.07, 0.05, 0.03, 0.10, 0.11, 0.09, 0.08, 0.07, 0.07, 0.06, 0.12, 0.12, 0.03, 0.11, 0.12, -0.46, -0.21, -0.04, -0.08, -0.09, -0.10, -0.66, 0.58, 0.13, 0.10, 0.10, 0.10, -0.30, 1.06, -0.29, -0.36, -0.64, -0.07, -0.34, 1.06, -0.29, -0.30, -0.39, 1.11, -0.36, -0.36, 0.03, 0.02, 0.00, 0.03, 0.03, -0.01, 0.07, 0.07, 0.04, 0.05, 0.09, 0.08, 0.03, 0.02, 0.01, 0.02, 0.03, -0.01, 0.03, 0.06, 0.06, 0.01, 0.01, 0.01, 0.01, 0.01, 0.00, -0.34, 0.72, -0.30, -0.32, -0.81, -0.12, -0.39, 0.86, -0.64, -0.40, -0.14, 0.08, 0.05, 0.07, 0.07, 0.09, 0.05, 0.07, 0.04, 0.08, 0.06], "e_above_lowest_kcal_mol": 48.15, "molar_mass_g_mol": 1116.49, "homo_energy_ev": -4.232, "total_charge": -1}


| no. | energy (eV) | orbital gap (eV) |
| --- | --- | --- |
| 1 | -87416.687 | 9.22 |
| 2 | -279114.080 | 6.41 |